A 2-piece molecular cluster, C11H21N2O4 overall in a non-equilibrium geometry. Source: the Open Molecules 2025 dataset; level of theory: ωB97M-V/def2-TZVPD.

Geometry as ORCA input:
```
! wB97M-V def2-TZVPD RIJCOSX def2/J DEFGRID3
* xyz 1 1
C 0.837 -3.378 -0.610
C -0.138 -2.647 -1.561
N -1.544 -2.641 -1.049
C -2.588 -2.994 -2.069
C -3.860 -3.291 -1.248
O -4.353 -2.054 -0.802
C -3.464 -1.387 0.065
C -1.972 -1.376 -0.383
N -1.732 -0.183 -1.211
C -0.872 0.539 -0.730
O -0.007 1.102 -0.208
H 1.826 -3.327 -1.053
H 0.497 -4.412 -0.529
H 0.809 -2.867 0.353
H 0.264 -1.658 -1.764
H -0.152 -3.171 -2.516
H -1.598 -3.383 -0.346
H -2.260 -3.840 -2.669
H -2.773 -2.108 -2.673
H -4.580 -3.736 -1.930
H -3.652 -3.980 -0.416
H -3.782 -0.346 0.066
H -3.536 -1.717 1.111
H -1.370 -1.265 0.527
O 4.426 3.398 3.756
C 3.880 3.679 2.729
O 2.676 4.287 2.767
C 2.032 4.836 1.617
C 1.232 3.780 0.882
C 4.470 3.293 1.392
H 2.750 5.342 0.970
H 1.359 5.605 1.993
H 1.872 2.982 0.503
H 0.695 4.220 0.040
H 0.510 3.318 1.556
H 4.177 2.270 1.158
H 5.553 3.343 1.472
H 4.185 3.952 0.575
*
```

Properties
Energy above the lowest of the compared OMol25 structures with the same formula, charge and spin ... 0.000 eV
LUMO energy ... -0.1128 Eh
Strongest force on any atom ... 0.03590 hartree/bohr
DFT total energy ... -841.9272 Ha
E_HOMO ... -11.82 eV